# 1
{"formula": "C21H66BrN2O14", "method": "ωB97M-V/def2-TZVPD", "elements": ["Br", "O", "O", "O", "O", "O", "O", "O", "O", "O", "O", "O", "O", "O", "O", "N", "N", "C", "C", "C", "C", "C", "C", "C", "C", "C", "C", "C", "C", "C", "C", "C", "C", "C", "C", "C", "C", "C", "H", "H", "H", "H", "H", "H", "H", "H", "H", "H", "H", "H", "H", "H", "H", "H", "H", "H", "H", "H", "H", "H", "H", "H", "H", "H", "H", "H", "H", "H", "H", "H", "H", "H", "H", "H", "H", "H", "H", "H", "H", "H", "H", "H", "H", "H", "H", "H", "H", "H", "H", "H", "H", "H", "H", "H", "H", "H", "H", "H", "H", "H", "H", "H", "H", "H"], "positions_angstrom": [[-3.5732, -3.3410, 0.6695], [-1.2880, -1.2216, 3.4134], [5.6643, -0.3786, 3.0748], [3.6768, 2.1772, 1.4817], [-3.5228, -6.3545, -2.2278], [-3.3536, 3.5039, 0.1862], [-6.7966, -3.3854, 3.4559], [5.8379, 5.3418, -0.3340], [7.9989, 1.1407, 0.1791], [1.3848, 3.9624, -0.8911], [-3.9215, -8.2468, -6.0065], [0.4909, 0.0074, -0.4180], [3.2464, 5.1812, 4.3589], [-6.6833, -5.4731, -3.3583], [6.9812, 7.9958, -0.4166], [-3.7569, 0.1290, -1.1740], [-2.4765, 1.6008, -2.5669], [0.1297, 0.9039, -1.5350], [8.8164, 1.3448, 1.3168], [-2.6638, -6.1238, -3.3292], [-3.9206, 1.1577, -2.2715], [-6.3559, -4.6896, 3.1255], [3.2391, 1.6452, 2.7185], [-1.5073, 0.8638, -1.6667], [2.7032, 4.2906, -0.4932], [6.6230, 4.3580, 0.3140], [2.5136, 4.8040, 5.5100], [-3.9771, -2.7018, -2.1953], [-4.7714, -0.7275, -0.4263], [-0.5609, -0.2676, 2.6613], [6.7127, 9.2868, -0.9317], [-5.3185, -8.0921, -6.1756], [6.1050, -1.6828, 2.7444], [-6.9264, -5.1901, -1.9927], [-4.6322, -2.3439, -0.7355], [-4.0864, 3.1267, 1.3372], [-2.3432, -0.1375, -0.6736], [0.8467, -1.3399, -0.8938], [0.5053, 1.9919, -1.2351], [3.1060, 1.8006, 0.7905], [8.5909, 0.5855, 2.0696], [-2.2254, 2.3216, -3.2786], [9.8646, 1.2611, 1.0207], [-5.9770, -5.1512, -1.4530], [2.9800, 5.2615, -0.9113], [-4.9302, 1.5090, -2.7488], [-5.1525, 3.1000, 1.0991], [1.2516, -1.9558, 0.0445], [-6.9034, -5.4141, 3.7328], [3.0703, 4.5118, 3.6759], [-1.8532, -1.7073, 2.7888], [-7.4274, -4.2224, -1.9141], [8.6335, 2.3423, 1.7238], [0.7102, 0.5450, -2.4897], [0.0517, -0.7802, 1.9157], [-5.8351, -8.4270, -5.2727], [-4.4756, -3.6096, -2.7402], [7.6150, 4.3230, -0.1429], [1.7241, -1.3245, -1.6703], [-5.5406, -7.0366, -6.3492], [-1.2565, 0.4165, 2.1691], [-2.8471, -3.0198, -1.9964], [-3.9100, 3.8607, 2.1270], [-3.0556, -6.0482, -1.4319], [-4.5598, -0.5300, 0.7314], [-5.8642, -0.3600, -0.6599], [-0.0832, -1.9358, -1.3268], [-1.7369, -6.6868, -3.1938], [2.6900, 5.5380, 6.2997], [5.6336, 9.4194, -1.0411], [-5.2866, -4.7774, 3.3333], [6.7077, 4.5997, 1.3764], [-2.0163, -0.8737, 0.1751], [-3.7531, 2.1428, 1.6763], [0.8002, 4.6577, -0.5444], [-3.1603, -6.4583, -4.2431], [6.2930, 6.1932, -0.2173], [6.5449, 7.9376, 0.4504], [3.8620, 2.0497, 3.5196], [6.1674, 0.2420, 2.5206], [3.3881, 3.5263, -0.8680], [-6.2934, -2.7647, 2.9017], [-5.7463, -2.7696, -0.7524], [2.8469, 3.8201, 5.8490], [-6.2383, -6.3369, -3.3964], [1.4475, 4.7773, 5.2718], [6.1380, 3.3856, 0.2015], [-5.6495, -8.6783, -7.0363], [-3.9325, -1.8122, -2.9544], [-6.5495, -4.8836, 2.0677], [-2.4460, -5.0557, -3.4053], [2.7583, 4.3226, 0.5977], [7.0754, 1.2209, 0.4726], [5.5574, -2.4074, 3.3517], [5.9113, -1.8769, 1.6866], [7.1907, 9.3857, -1.9092], [-7.5680, -5.9658, -1.5674], [-3.5297, 2.8345, -0.4968], [7.1165, 10.0421, -0.2530], [0.0866, 0.2976, 3.3356], [2.1981, 1.9294, 2.8905], [7.1743, -1.7706, 2.9522], [3.3327, 0.5565, 2.7014], [-3.7551, -9.1927, -5.8542]], "gap_ev": 7.12, "lumo_energy_ev": -4.244, "charge": 1}



# 2
{"formula": "C21H76N16O17", "method": "ωB97M-V/def2-TZVPD", "elements": ["O", "O", "O", "O", "O", "O", "O", "O", "O", "O", "O", "O", "O", "O", "O", "O", "O", "N", "N", "N", "N", "N", "N", "N", "N", "N", "N", "N", "N", "N", "N", "N", "N", "C", "C", "C", "C", "C", "C", "C", "C", "C", "C", "C", "C", "C", "C", "C", "C", "C", "C", "C", "C", "C", "H", "H", "H", "H", "H", "H", "H", "H", "H", "H", "H", "H", "H", "H", "H", "H", "H", "H", "H", "H", "H", "H", "H", "H", "H", "H", "H", "H", "H", "H", "H", "H", "H", "H", "H", "H", "H", "H", "H", "H", "H", "H", "H", "H", "H", "H", "H", "H", "H", "H", "H", "H", "H", "H", "H", "H", "H", "H", "H", "H", "H", "H", "H", "H", "H", "H", "H", "H", "H", "H", "H", "H", "H", "H", "H", "H"], "positions_angstrom": [[0.2677, 3.5400, 2.4120], [2.0433, -0.0900, -2.0693], [0.1733, 0.8154, -4.3721], [-2.3596, 1.6657, -2.8383], [-0.6679, -2.4988, 1.9398], [-4.5732, -1.7161, 0.2873], [-1.6368, -4.7419, -2.7014], [-0.1229, -2.1416, -2.8335], [1.4141, -0.4509, 4.9140], [-3.4118, -2.7729, -4.7760], [-3.3029, 1.1763, -0.2279], [-0.6316, 0.5859, 1.3162], [0.1773, 4.0740, -1.5332], [3.1239, -0.5482, 1.4235], [4.4711, 1.8023, 0.0525], [2.6823, -4.3563, 1.4633], [-1.7869, 2.3772, 4.0193], [0.8889, -0.7010, 0.0062], [3.9927, 3.8079, 1.1697], [3.3778, -0.2436, -4.1002], [4.3669, 0.5937, -2.2591], [-2.8562, 0.8230, 2.6708], [2.6850, 2.0841, 1.5373], [4.1598, -2.2824, 2.5749], [-4.1796, 3.0882, -3.0095], [-2.3454, 4.0593, -2.4007], [-0.8978, 0.0581, -0.8793], [-3.2966, -0.7800, -3.5724], [-3.5953, 1.0149, 4.6121], [-4.9347, 1.6706, 1.4051], [4.4756, -0.2110, 3.2861], [-1.6142, -1.1503, -4.8932], [-5.0337, 2.6800, -0.5499], [2.4994, -3.8735, 0.1750], [-2.7353, 1.4749, 3.7537], [-2.7892, -1.6005, -4.4413], [0.0877, 2.1536, -4.7442], [-4.4281, 1.8659, 0.2089], [3.6139, -3.0835, -0.5774], [0.2717, 4.8104, 4.3736], [-2.9065, 2.9441, -2.7941], [-1.0362, -4.3873, -0.3704], [1.1435, 4.2556, 3.3003], [1.1874, 0.8652, 4.3029], [3.8182, 2.5647, 1.0018], [-3.4649, -2.0394, -0.5243], [-0.7448, -5.2056, -1.6903], [-0.2166, -0.0262, 0.1741], [0.1058, -2.5456, 3.0663], [0.2977, -4.0075, 3.4256], [3.8593, -1.0226, 2.4260], [3.2519, 0.0840, -2.8027], [1.0198, -2.4589, -3.5736], [0.4742, 2.8059, -1.0084], [1.4806, 2.7384, -0.8921], [-0.6379, -4.2707, 4.0487], [1.4681, -1.6966, -4.2265], [-2.1570, -4.5187, -0.2929], [2.5564, 1.0822, 1.1855], [2.6046, -0.5715, -4.7076], [4.3033, 0.9292, -1.2376], [0.0063, 2.6619, -0.0386], [-4.1398, 0.1680, 4.3547], [-5.8414, 3.2982, -0.3256], [-0.8724, -3.3327, -0.3871], [1.7342, -2.9399, -2.9385], [4.7864, 4.1732, 0.6371], [4.6421, -2.7021, 3.3836], [0.8217, 4.6852, -1.1013], [4.4239, 0.7376, 3.2024], [-4.6876, 2.7940, -1.5572], [0.2930, 0.7075, 3.6259], [-0.7233, -0.6190, -1.5913], [4.0041, 4.2618, 2.1425], [1.0535, -4.2530, 4.1700], [1.7263, -3.1662, 0.3680], [-0.5553, 5.4391, 4.0496], [3.2078, -2.6296, -1.4058], [5.1636, 0.9242, -2.7268], [-3.0384, -1.1395, -0.9824], [-0.4912, 2.1044, -5.7249], [1.4219, -0.7423, -0.9172], [0.4525, -4.6988, 2.6561], [-2.9081, 0.0643, -3.3978], [0.0648, 2.0215, -1.7024], [1.5774, 5.0727, 2.7230], [0.9084, -3.2875, -4.2492], [-3.9334, 1.5205, 5.4705], [3.9715, -2.2681, -0.0515], [-1.2058, -0.3018, -4.4843], [-2.6400, -2.3830, 0.0935], [4.2527, 0.1662, -4.5477], [3.7554, -3.0687, 1.9903], [-0.3984, -1.9623, 3.7728], [-1.7352, 0.6870, -0.8863], [1.0175, 2.5961, -4.9987], [0.9829, -2.0885, 2.7962], [-2.8968, 4.7580, -1.9611], [-5.7746, 2.1255, 1.8046], [1.9783, 3.6388, 3.7729], [-0.4069, 2.9822, 2.8212], [-4.7113, 3.9727, -2.8835], [-0.4648, -4.6832, 0.5222], [-4.1386, -0.9097, -3.0078], [-0.7813, -1.7997, -3.4214], [-1.3666, -3.8580, -2.9225], [-0.2740, -2.3154, 1.0976], [-4.1576, 1.2795, 2.0288], [-5.2204, -1.1735, -0.1497], [-0.8613, -6.2460, -1.4751], [4.5085, -3.6247, -0.8944], [2.1115, -5.1040, 1.4347], [0.8855, 5.5146, 4.8771], [-3.0846, -0.1977, 2.6098], [1.6075, -0.8698, 0.7429], [2.2924, -0.6174, 4.9261], [1.9350, 2.5966, 1.8874], [4.9536, -0.5467, 4.1077], [-3.7510, -2.6700, -1.3280], [-2.0972, 1.1044, 2.0167], [0.9554, 1.5400, 5.1138], [1.9418, 1.1365, 3.5935], [0.7432, 0.8403, -3.5849], [-0.4184, 2.8628, -4.0388], [2.1162, -4.5463, -0.6032], [-4.6389, 2.2848, -3.5254], [0.2822, -5.0258, -1.9145], [-0.1109, 4.1113, 5.1248], [-0.9540, -1.5419, -5.5867], [-1.2789, 3.9835, -2.2393]], "gap_ev": 8.09, "lumo_energy_ev": 0.155}